No. 1
Below is a structure of composition C35H13F15GeN4O2SV in a non-equilibrium geometry, with properties calculated with ωB97M-V with the def2-TZVPD basis set.

Geometry (Å):
1 V -0.53 0.41 -1.80
2 O -1.22 -1.14 -5.21
3 C -1.39 -0.44 -4.30
4 O -0.33 -0.04 -3.37
5 C -2.62 0.22 -3.79
6 C -3.81 0.20 -4.46
7 C -4.89 0.89 -3.89
8 C -4.72 1.56 -2.69
9 C -3.48 1.52 -2.06
10 N -2.45 0.86 -2.59
11 H -3.89 -0.33 -5.40
12 H -5.85 0.90 -4.39
13 H -5.53 2.11 -2.24
14 H -3.32 2.03 -1.12
15 C 0.86 4.03 -3.03
16 C 0.09 3.00 -2.58
17 N 0.65 1.96 -1.90
18 C 1.99 1.96 -1.60
19 C 2.81 3.01 -1.98
20 C 2.22 4.03 -2.75
21 C 4.25 3.12 -1.71
22 C 5.04 2.65 -0.74
23 C 4.76 1.89 0.50
24 C 5.81 1.59 1.34
25 C 5.52 0.93 2.53
26 N 4.27 0.61 2.87
27 C 3.35 0.95 1.98
28 N 3.50 1.55 0.81
29 H 0.41 4.84 -3.58
30 H -0.97 2.98 -2.77
31 H 2.38 1.14 -1.04
32 H 2.84 4.84 -3.11
33 H 4.76 3.77 -2.42
34 H 6.08 2.94 -0.82
35 H 6.83 1.87 1.09
36 H 6.31 0.67 3.23
37 H 2.33 0.71 2.25
38 F -1.42 -4.69 2.04
39 C -0.10 -4.55 2.06
40 C 0.50 -3.34 1.73
41 C 1.88 -3.26 1.73
42 F 2.46 -2.10 1.40
43 C 2.67 -4.34 2.06
44 F 3.99 -4.25 2.05
45 C 2.05 -5.53 2.41
46 F 2.78 -6.56 2.74
47 C 0.66 -5.64 2.42
48 F 0.10 -6.78 2.76
49 Ge -0.48 -1.82 1.18
50 S 0.65 -1.10 -0.77
51 C -2.32 -2.05 0.68
52 C -3.20 -2.31 1.72
53 F -2.72 -2.40 2.96
54 C -4.56 -2.48 1.51
55 F -5.37 -2.74 2.51
56 C -5.06 -2.34 0.22
57 F -6.35 -2.46 0.00
58 C -4.21 -2.03 -0.83
59 F -4.69 -1.84 -2.05
60 C -2.87 -1.91 -0.57
61 F -2.05 -1.59 -1.65
62 C -0.39 -0.14 2.12
63 C -0.02 -0.09 3.46
64 F 0.35 -1.19 4.10
65 C -0.04 1.11 4.17
66 F 0.30 1.14 5.44
67 C -0.40 2.28 3.52
68 F -0.41 3.42 4.17
69 C -0.76 2.26 2.18
70 F -1.09 3.37 1.55
71 C -0.75 1.05 1.54
72 F -1.15 1.10 0.18

LUMO energy (alpha / beta): -12.55 / -12.56 eV
Max |F|: 1.90 eV/A
Charge: +3



No. 2
Below is a cluster of 2 separate species, C12H29BCl5IN2OP in total in a non-equilibrium geometry, with properties calculated with ωB97M-V with the def2-TZVPD basis set.

Geometry (Å):
1 C -3.68 1.76 1.03
2 C -2.32 1.90 0.35
3 C -1.45 3.00 0.96
4 C -0.83 2.65 2.32
5 C 0.54 1.95 2.23
6 C 0.49 0.43 2.42
7 C 1.74 -0.30 1.91
8 C 1.46 -1.71 1.36
9 C 2.57 -2.24 0.45
10 P 2.21 -2.16 -1.42
11 Cl 1.71 -1.73 -3.85
12 I -0.18 -3.64 -1.14
13 C 3.15 -3.71 -1.93
14 C 2.80 -5.11 -1.46
15 N 2.03 -5.85 -2.46
16 B 1.19 -0.49 -1.55
17 N 2.05 0.66 -1.67
18 O -0.17 -0.37 -1.48
19 H -4.24 2.69 0.95
20 H -4.28 0.97 0.57
21 H -3.58 1.51 2.09
22 H -2.49 2.12 -0.71
23 H -1.79 0.94 0.37
24 H -0.66 3.26 0.26
25 H -2.07 3.90 1.07
26 H -0.76 3.55 2.93
27 H -1.52 1.98 2.85
28 H 1.21 2.38 2.98
29 H 0.99 2.15 1.25
30 H 0.33 0.22 3.48
31 H -0.38 0.03 1.90
32 H 2.20 0.29 1.11
33 H 2.49 -0.37 2.71
34 H 0.51 -1.72 0.83
35 H 1.31 -2.39 2.21
36 H 2.89 -3.24 0.73
37 H 3.46 -1.60 0.58
38 H 3.40 -1.42 -1.68
39 H 3.19 -3.70 -3.02
40 H 4.14 -3.42 -1.57
41 H 2.28 -5.07 -0.49
42 H 3.74 -5.64 -1.28
43 H 1.30 -6.38 -2.01
44 H 1.53 -5.19 -3.03
45 H 2.73 0.65 -2.41
46 H 1.59 1.56 -1.60
47 H -0.48 0.43 -1.92
48 C -6.06 5.29 -1.05
49 Cl -6.23 6.11 -2.61
50 Cl -6.88 6.25 0.20
51 Cl -6.80 3.69 -1.14
52 Cl -4.36 5.13 -0.64

LUMO energy: 1.57 eV
ΔE to the lowest compared entry with this formula, charge and spin: 0.0 kcal per mole
Max |F|: 1.85 eV/A
Charge: -1



No. 3
Below is an isolated molecule of C3H5N3O in a non-equilibrium geometry, with properties calculated with ωB97M-V with the def2-TZVPD basis set.

Geometry (Å):
1 C -0.72 -0.76 -0.01
2 C -1.28 -1.34 1.16
3 C 1.00 1.05 -0.23
4 N 0.20 0.28 1.70
5 N -2.09 -2.27 1.29
6 N 0.11 0.16 0.44
7 O -0.58 -0.77 2.25
8 H -0.80 -1.18 -1.10
9 H 0.38 1.37 -1.13
10 H 1.93 0.44 -0.64
11 H 1.34 2.05 0.35
12 H -2.40 -2.50 2.24

LUMO energy: 0.65 eV
ΔE to the lowest compared entry with this formula, charge and spin: 109.3 kcal per mole
Max |F|: 3.84 eV/A